No. 1
Entry from the Open Molecules 2025 dataset: a molecular structure, C3H5O3Sm (wB97M-V/def2-TZVPD).

Structure (XYZ):
```
12
Properties=species:S:1:pos:R:3:forces:R:3
H -0.5589 -2.4498 -2.8404 -0.40 -0.03 -0.33
O -1.2677 -0.8737 -1.8462 -0.25 0.05 -0.86
C -1.4440 -1.9170 -2.4555 0.38 0.08 1.29
H -2.4459 -2.3748 -2.4611 0.22 0.03 -0.32
O 1.3213 -0.1562 -0.4667 -0.04 1.66 0.78
Sm 0.0469 1.2545 -1.6456 0.59 -0.64 1.02
O 1.4846 1.1690 0.3647 -0.63 -0.72 -2.07
C 1.2802 0.9652 1.6949 0.04 -0.13 0.82
C 0.1381 1.2608 2.3102 0.13 -1.05 -0.15
H 2.1834 0.6192 2.2051 -0.37 0.07 -0.02
H 0.0507 1.0619 3.3776 0.05 0.32 -0.25
H -0.7888 1.4410 1.7631 0.29 0.35 0.10
```
Positions in Å, forces in eV/Å.

<S²>: 12.008
Charge: +1
Gap between HOMO and LUMO (alpha / beta) in eV: 7.34 / 8.51
Energy above the lowest of the compared OMol25 structures with the same formula, charge and spin in eV: 3.800
Spin multiplicity: 7


No. 2
Entry from the Open Molecules 2025 dataset: 4 unconnected molecules or ions with the total composition C26H45BrFN2O13PS (wB97M-V/def2-TZVPD).

Structure (XYZ):
```
90
Properties=species:S:1:pos:R:3:forces:R:3
H 1.8180 -0.7440 -0.5293 -0.04 0.08 -0.01
N 2.5293 -1.0424 0.1342 -0.04 -0.05 -0.17
C 2.1501 -2.0721 0.7698 0.15 0.29 -0.21
C 3.1176 -2.6593 1.7588 -0.12 0.28 -0.10
C 0.8248 -2.7825 0.5465 0.07 -0.04 0.36
C -0.2824 -2.5317 1.6106 -0.16 -0.14 -0.44
P -0.9772 -4.3525 1.7654 0.52 -0.36 -0.01
O -0.9748 -4.4831 3.3806 -0.58 -0.19 -0.31
Br -3.1546 -4.3389 1.2388 0.01 0.21 0.05
O 0.4446 -2.1495 2.8173 -0.71 -0.19 0.16
S -0.3092 -1.6334 4.1209 0.12 0.26 1.15
O 0.1201 -0.2875 4.3432 -0.02 0.22 -0.63
O -0.1678 -2.5338 5.2122 0.08 -0.35 -0.28
C -2.0681 -1.4898 3.6992 0.01 0.30 -0.25
F -2.7820 -2.6104 3.9501 0.10 -0.17 -0.16
C -2.2292 -0.9379 2.2749 -0.30 -0.57 0.29
O -3.6192 -1.1851 1.8858 0.07 -0.15 0.05
C -4.3199 -0.1152 1.7503 0.10 0.34 -0.01
N -4.8818 0.8820 1.6172 -0.20 -0.06 0.01
C -1.2893 -1.4520 1.1733 0.25 0.55 -0.03
C -0.6340 -0.2194 0.5161 -0.63 -0.30 -0.21
C -1.6503 0.8094 -0.0022 1.17 0.01 0.13
C -0.9440 1.8742 -0.8550 -0.77 -0.11 0.67
C -0.1493 2.9309 -0.1112 -0.05 0.39 -0.30
O 0.1811 3.9363 -0.6762 0.30 0.04 -0.08
O 0.1326 2.7324 1.2026 -0.05 -0.82 -0.24
C 1.5420 2.6587 1.4913 0.46 0.23 0.27
C 1.7644 2.8675 2.9675 -0.01 -0.21 -0.20
H 2.9516 -2.1907 2.7243 -0.05 -0.17 0.22
H 3.0222 -3.7369 1.8374 -0.02 -0.13 0.14
H 4.1147 -2.3862 1.4375 0.20 -0.07 -0.03
H 1.0448 -3.8495 0.5415 0.10 -0.12 0.01
H 0.4206 -2.5809 -0.4403 -0.06 0.17 -0.15
H -1.8231 -4.8643 3.6707 0.22 -0.02 0.53
H -2.3943 -0.7189 4.3957 0.00 0.01 0.20
H -2.1386 0.1346 2.3977 0.31 0.14 -0.13
H -1.8976 -1.9064 0.3945 -0.27 -0.17 0.08
H -0.1588 -0.5781 -0.3896 0.49 0.01 0.01
H 0.0774 0.2263 1.1977 0.33 0.16 0.04
H -2.1419 1.3325 0.8117 -0.40 -0.08 -0.01
H -2.3541 0.2602 -0.6232 -0.39 0.21 -0.01
H -1.7035 2.4410 -1.3862 0.00 0.05 -0.27
H -0.3022 1.4120 -1.6025 0.18 0.03 -0.11
H 1.9413 1.6817 1.2139 -0.21 -0.23 -0.19
H 2.0840 3.3927 0.9002 -0.17 0.27 -0.06
H 1.4406 1.9952 3.5237 -0.20 -0.09 0.18
H 1.2292 3.7432 3.3177 0.05 0.17 0.08
H 2.8336 2.9746 3.1324 0.09 0.16 0.12
C 1.7738 3.1510 -3.6436 -0.12 0.01 -0.08
C 2.1339 1.7112 -3.9416 0.07 0.18 0.07
O 1.0631 1.0090 -4.5825 0.02 -0.21 0.13
C 0.8647 1.0276 -5.9177 -0.09 0.21 -0.11
C 1.6169 2.0291 -6.7616 0.32 -0.18 -0.06
O 0.0418 0.2907 -6.3842 -0.01 -0.04 0.02
H 1.5973 3.7238 -4.5550 0.09 -0.02 -0.04
H 2.5771 3.6335 -3.0868 -0.01 0.00 0.02
H 0.8649 3.1986 -3.0450 0.04 0.03 0.07
H 3.0553 1.6248 -4.5183 -0.03 0.00 -0.05
H 2.2985 1.1695 -3.0102 -0.03 -0.04 -0.01
H 1.0128 2.9309 -6.8562 0.00 0.02 0.00
H 1.7612 1.6042 -7.7510 -0.17 0.00 -0.03
H 2.5967 2.2975 -6.3753 -0.07 0.10 0.08
C -2.2276 6.3697 -7.9477 0.08 0.11 -0.02
C -1.1583 5.3046 -7.8264 -0.18 0.01 0.07
O 0.0461 5.6680 -8.5068 0.08 -0.18 -0.05
C 1.0135 6.4170 -7.9359 -0.04 0.19 0.03
C 0.7287 7.1371 -6.6366 0.06 -0.28 0.18
O 2.0596 6.5364 -8.5090 0.03 -0.03 -0.02
H -1.9207 7.3037 -7.4770 -0.01 -0.02 0.06
H -3.1510 6.0350 -7.4748 0.00 -0.02 0.00
H -2.4281 6.5801 -8.9978 -0.02 -0.04 -0.01
H -0.9471 5.0485 -6.7866 -0.01 0.05 0.02
H -1.4907 4.3890 -8.3127 0.07 0.00 -0.06
H 0.3690 8.1389 -6.8673 -0.02 0.01 -0.01
H 1.6626 7.2202 -6.0874 0.05 0.10 -0.10
H 0.0065 6.6390 -5.9948 -0.09 0.07 -0.06
C 0.4036 -8.0993 7.7980 -0.14 0.02 0.04
C 0.4063 -7.2937 6.5160 0.16 -0.06 0.13
O -0.9167 -7.0752 6.0148 -0.01 0.00 -0.24
C -1.6912 -6.0543 6.4192 0.00 0.11 0.30
C -1.3017 -5.2536 7.6387 0.21 0.20 -0.16
O -2.7155 -5.8362 5.8276 0.00 0.01 -0.29
H -0.1069 -7.5715 8.6034 0.05 0.04 0.01
H 1.4254 -8.3052 8.1171 0.01 0.00 -0.02
H -0.1130 -9.0465 7.6454 0.04 -0.02 -0.03
H 0.9365 -6.3471 6.6230 -0.05 0.03 0.02
H 0.9115 -7.8494 5.7281 -0.07 0.00 -0.05
H -1.7819 -5.6934 8.5122 0.00 -0.02 0.01
H -1.6713 -4.2408 7.5045 -0.12 -0.04 0.00
H -0.2303 -5.1933 7.8094 -0.01 -0.10 0.06
```
Positions in Å, forces in eV/Å.

SMILES string: [H]/N=C(/C)C[C@@]1(P(O)Br)OS(=O)(=O)[C@H](F)[C@H](OC#N)[C@H]1CCCC(=O)OCC.CCOC(C)=O.CCOC(C)=O.CCOC(C)=O
Gap between HOMO and LUMO in eV: 9.48
Spin multiplicity: 1


We obtain max |F| values of 2.28, 1.19 eV/Å for the records listed above, in that order.